# 1
Here is a 2-piece molecular cluster, C3H10NO overall at a distorted geometry from the OMol25 dataset. Energies are from wB97M-V/def2-TZVPD.

Its LUMO energy is 0.166 hartree. As for the max |F|: 3.65 eV Å⁻¹. Its energy above the lowest of the compared OMol25 structures with the same formula, charge and spin is 33.9 kcal/mol. Its net charge is -1.

Each line ends with the natural charge from an NBO analysis.
CARTESIAN COORDINATES (ANGSTROEM)
C -1.720 1.208 -1.377  -0.208
O -0.560 1.543 -0.761  -0.930
H -2.102 0.145 -1.265  0.080
H -2.584 1.882 -1.137  0.101
H -1.577 1.103 -2.483  0.091
C 1.883 0.158 0.525  -0.415
N 0.620 -0.571 0.082  -0.708
C -0.041 -1.403 1.060  -0.409
H 1.729 0.955 1.266  0.161
H 2.477 -0.701 0.954  0.146
H 2.481 0.448 -0.316  0.187
H -0.017 0.266 -0.319  0.434
H -0.548 -0.944 1.941  0.136
H 0.752 -2.109 1.367  0.152
H -0.793 -1.981 0.465  0.183

# 2
Here is C5H14NO2P in the gas phase at a distorted geometry from the OMol25 dataset. Energies are from wB97M-V/def2-TZVPD.

Its LUMO energy is 0.023 hartree. As for the max |F|: 4.48 eV Å⁻¹. Its energy above the lowest of the compared OMol25 structures with the same formula, charge and spin is 28.2 kcal/mol. Its SMILES is CC([NH3+])=[P@@]([O-])(O)C(C)C.

Each line ends with the natural charge from an NBO analysis.
CARTESIAN COORDINATES (ANGSTROEM)
C -1.997 0.736 1.048  -0.608
C -1.937 -0.274 -1.282  -0.600
C 1.913 1.226 0.329  -0.659
C -1.616 -0.500 0.265  -0.559
C 1.232 0.152 -0.509  -0.574
N 2.285 -0.958 -1.044  -0.777
O 0.366 -2.379 -0.164  -1.164
O 0.318 -1.119 1.998  -1.008
P 0.156 -0.996 0.396  2.068
H -3.018 0.834 0.995  0.207
H -1.504 1.513 0.487  0.204
H -1.625 0.609 2.007  0.216
H -1.809 -1.243 -1.796  0.215
H -2.943 0.083 -1.387  0.196
H -1.393 0.407 -1.771  0.212
H 2.832 0.821 0.939  0.164
H 1.283 1.847 0.954  0.232
H 2.321 1.957 -0.319  0.200
H -2.272 -1.353 0.529  0.229
H 1.522 -1.644 -1.288  0.481
H 2.777 -0.577 -1.959  0.423
H 2.901 -1.371 -0.340  0.397
H 0.269 -2.007 2.251  0.504

# 3
Here is C17H21FIrN6O5S2 as an isolated structure from the OMol25 dataset. Energies are from wB97M-V/def2-TZVPD.

Its LUMO energy is -0.151 hartree. As for the max |F|: 0.15 eV Å⁻¹. Its energy above the lowest of the compared OMol25 structures with the same formula, charge and spin is 14.0 kcal/mol. Its net charge is +1.

Each line ends with the natural charge from an NBO analysis.
CARTESIAN COORDINATES (ANGSTROEM)
Ir -0.894 1.115 -0.136  0.954
N -3.809 -0.260 -0.045  -0.635
N -4.346 0.474 -1.099  -0.397
C -3.816 1.645 -1.467  0.656
N -4.490 2.411 -2.312  -0.744
N -2.593 1.946 -0.982  -0.416
N -2.018 3.145 -1.238  0.629
O -0.848 3.119 -0.768  -0.356
O -2.511 4.090 -1.791  -0.335
H -3.359 -1.105 -0.376  0.387
H -4.528 -0.459 0.638  0.382
H -5.163 0.144 -1.595  0.396
H -5.436 2.175 -2.561  0.422
H -4.103 3.290 -2.617  0.453
C -1.097 0.556 3.282  -0.751
S -1.589 1.852 2.132  0.312
C -0.462 3.168 2.630  -0.745
H -1.442 0.816 4.280  0.241
H -0.013 0.449 3.282  0.246
H -1.574 -0.366 2.959  0.239
H 0.565 2.810 2.610  0.255
H -0.729 3.506 3.629  0.237
H -0.591 3.988 1.927  0.241
O 3.316 0.748 0.310  -0.878
S 2.362 0.361 1.292  2.313
O 2.289 1.074 2.534  -0.923
N 0.825 0.294 0.643  -0.830
C 0.288 -0.903 0.732  0.633
O -0.930 -0.934 0.349  -0.623
C 1.161 -1.956 1.260  -0.105
C 0.940 -3.311 1.412  -0.171
C 1.987 -4.084 1.902  -0.189
C 3.212 -3.509 2.225  -0.164
C 3.432 -2.142 2.074  -0.200
C 2.386 -1.392 1.589  -0.222
H -0.011 -3.753 1.148  0.233
H 1.852 -5.149 2.030  0.234
H 4.010 -4.136 2.598  0.236
H 4.385 -1.694 2.320  0.249
F 4.533 -1.948 -2.769  -0.320
C 3.329 -1.363 -2.630  0.388
C 2.239 -2.152 -2.321  -0.274
C 1.001 -1.540 -2.176  -0.255
C 0.854 -0.161 -2.314  0.027
C -0.467 0.498 -2.082  -0.642
C 1.980 0.593 -2.640  -0.202
C 3.220 0.001 -2.806  -0.254
H 2.363 -3.222 -2.216  0.231
H 0.132 -2.150 -1.956  0.209
H -1.272 -0.198 -2.352  0.185
H -0.558 1.371 -2.740  0.189
H 1.888 1.667 -2.755  0.213
H 4.100 0.581 -3.048  0.239

# 4
Here is a 2-piece molecular cluster, C3H9BrClNSi overall at a distorted geometry from the OMol25 dataset. Energies are from wB97M-V/def2-TZVPD.

Its LUMO energy (spin up / spin down) is -0.003 / -0.011 hartree. As for the max |F|: 5.26 eV Å⁻¹. Its energy above the lowest of the compared OMol25 structures with the same formula, charge and spin is 93.5 kcal/mol.

Each line ends with the natural charge from an NBO analysis.
CARTESIAN COORDINATES (ANGSTROEM)
C 0.375 -0.813 -1.972  -0.405
C -0.849 -1.512 0.177  -0.397
C -0.806 2.373 1.688  -0.575
N 0.406 -0.839 -0.501  -0.852
Si 1.506 0.174 0.548  1.147
Cl 3.188 0.717 -0.286  -0.353
Br -1.809 2.735 0.091  0.038
H -0.388 -0.239 -2.329  0.180
H 1.348 -0.468 -2.412  0.207
H 0.113 -1.816 -2.444  0.184
H -0.648 -2.564 0.225  0.196
H -0.804 -0.972 1.122  0.213
H -1.685 -1.335 -0.554  0.202
H -1.366 1.968 2.621  0.194
H -0.071 3.141 2.091  0.193
H 1.488 -0.552 1.935  -0.174

# 5
Here is a 2-piece molecular cluster, H3O2PS overall at a distorted geometry from the OMol25 dataset. Energies are from wB97M-V/def2-TZVPD.

Its LUMO energy is -0.038 hartree. As for the max |F|: 2.85 eV Å⁻¹. Its energy above the lowest of the compared OMol25 structures with the same formula, charge and spin is 109.7 kcal/mol.

Each line ends with the natural charge from an NBO analysis.
CARTESIAN COORDINATES (ANGSTROEM)
O -2.745 -0.833 0.841  -0.965
O 1.626 0.235 -0.337  -0.953
P -2.883 -0.798 -0.593  1.150
S 0.866 -0.818 0.352  0.904
H 1.102 -0.658 1.858  0.034
H -2.214 0.393 -0.966  -0.189
H 1.556 -1.958 0.430  0.018

# 6
Here is a 6-piece molecular cluster, C20H50N5O6 overall at a distorted geometry from the OMol25 dataset. Energies are from wB97M-V/def2-TZVPD.

Its LUMO energy is -0.152 hartree. As for the max |F|: 1.76 eV Å⁻¹. Its net charge is +1.

Each line ends with the Mulliken charge.
CARTESIAN COORDINATES (ANGSTROEM)
N 2.745 3.382 1.242  -0.406
C 1.405 2.934 1.205  -0.807
N 0.462 4.125 0.994  0.545
N 1.011 5.411 0.892  -0.901
C 0.875 6.139 1.893  0.760
O 0.774 6.867 2.764  -0.297
C -0.808 3.938 0.969  0.298
N -1.405 2.802 0.390  -0.251
C -2.112 2.320 1.627  -0.243
C -2.308 3.631 2.489  -0.596
N -1.739 4.755 1.643  -0.431
H 3.148 3.428 0.315  0.191
H 3.325 2.800 1.828  0.294
H 1.101 2.454 2.134  0.412
H 1.169 2.228 0.408  0.485
H -2.124 3.168 -0.234  0.352
H -2.964 1.676 1.437  0.496
H -1.368 1.718 2.148  0.056
H -3.298 3.866 2.866  0.390
H -1.634 3.558 3.340  0.338
H -2.490 5.015 1.006  0.299
C 5.822 6.409 1.208  -1.093
C 6.414 5.011 1.127  0.456
C 7.913 5.052 0.881  -1.363
O 5.765 4.262 0.093  -0.511
H 5.979 6.944 0.268  0.337
H 4.746 6.358 1.384  0.151
H 6.279 6.987 2.012  0.381
H 6.210 4.474 2.054  0.255
H 8.129 5.549 -0.068  0.360
H 8.320 4.043 0.825  0.323
H 8.429 5.592 1.676  0.381
H 5.931 4.712 -0.743  0.333
C 1.833 -1.377 -2.609  -0.813
C 1.269 0.021 -2.515  0.447
C 1.546 0.866 -3.744  -1.491
O 1.815 0.631 -1.330  -0.347
H 2.922 -1.388 -2.713  0.332
H 1.603 -1.924 -1.696  -0.025
H 1.432 -1.954 -3.444  0.395
H 0.193 -0.037 -2.347  0.253
H 2.623 0.972 -3.900  0.344
H 1.129 1.867 -3.625  0.338
H 1.113 0.413 -4.636  0.416
H 2.769 0.694 -1.456  0.260
C 2.406 -1.614 2.480  -1.338
C 0.963 -1.780 2.032  0.386
C 0.807 -2.962 1.087  -1.107
O 0.509 -0.571 1.393  -0.338
H 3.051 -1.429 1.615  0.280
H 2.503 -0.762 3.154  0.302
H 2.767 -2.505 2.993  0.416
H 0.324 -1.918 2.905  0.381
H 1.414 -2.789 0.195  0.117
H -0.230 -3.068 0.767  0.204
H 1.121 -3.899 1.545  0.443
H 1.059 -0.429 0.610  0.134
C -3.900 -4.470 2.782  -1.465
C -3.316 -4.448 1.378  0.702
C -4.383 -4.706 0.326  -1.295
O -2.266 -5.409 1.267  -0.552
H -4.330 -5.452 2.997  0.339
H -3.122 -4.283 3.524  0.363
H -4.682 -3.719 2.900  0.375
H -2.849 -3.478 1.192  0.227
H -4.829 -5.694 0.474  0.344
H -3.955 -4.688 -0.672  0.258
H -5.177 -3.960 0.371  0.361
H -2.644 -6.281 1.426  0.348
C -5.477 -6.136 -3.233  -1.154
C -5.778 -4.691 -3.599  0.377
C -5.523 -4.427 -5.074  -1.281
O -4.995 -3.805 -2.795  -0.528
H -4.425 -6.365 -3.423  0.318
H -5.666 -6.310 -2.173  0.225
H -6.089 -6.828 -3.813  0.422
H -6.818 -4.463 -3.361  0.252
H -4.472 -4.609 -5.316  0.339
H -5.743 -3.389 -5.321  0.309
H -6.136 -5.072 -5.705  0.383
H -4.067 -3.982 -2.985  0.348